No. 1
{
  "formula": "C41H61BrClF24IN3O5",
  "method": "ωB97M-V with the def2-TZVPD basis set",
  "max_force_ev_per_a": 2.14,
  "charge": 1,
  "lumo_ev": -4.11,
  "gap_ev": 7.46,
  "e_homo_ev": -11.6,
  "symbols": ["C", "O", "C", "C", "C", "C", "C", "C", "C", "C", "C", "C", "C", "C", "C", "C", "C", "N", "C", "C", "C", "O", "C", "Cl", "N", "C", "C", "C", "C", "C", "N", "C", "Br", "I", "H", "H", "H", "H", "H", "H", "H", "H", "H", "H", "H", "H", "H", "H", "H", "H", "H", "H", "H", "H", "H", "H", "H", "H", "H", "H", "H", "H", "H", "H", "H", "H", "H", "H", "H", "H", "H", "H", "H", "H", "H", "H", "H", "H", "H", "H", "H", "H", "H", "C", "C", "C", "F", "F", "F", "F", "O", "C", "C", "F", "F", "F", "F", "H", "H", "H", "H", "C", "C", "C", "F", "F", "F", "F", "O", "C", "C", "F", "F", "F", "F", "H", "H", "H", "H", "C", "C", "C", "F", "F", "F", "F", "O", "C", "C", "F", "F", "F", "F", "H", "H", "H", "H"],
  "xyz": [[-0.585, -8.292, 5.166], [-0.733, -6.927, 5.505], [-1.335, -6.145, 4.490], [-2.826, -6.437, 4.340], [-3.647, -5.206, 3.953], [-4.246, -4.435, 5.135], [-3.333, -4.163, 6.335], [-2.760, -2.740, 6.411], [-2.306, -2.205, 5.050], [-1.158, -1.207, 5.131], [-0.899, -0.533, 3.779], [-0.606, -1.512, 2.650], [-1.588, -1.492, 1.470], [-3.090, -1.635, 1.718], [-3.809, -2.375, 0.578], [-4.280, -1.515, -0.575], [-5.272, -2.251, -1.494], [-4.641, -2.829, -2.695], [-4.493, -1.851, -3.774], [-3.455, -3.537, -2.430], [-3.639, -4.890, -1.790], [-2.326, -3.122, -2.738], [-1.073, -0.236, 0.810], [-2.003, 0.838, -0.022], [0.196, -0.088, 1.000], [0.978, 1.017, 0.425], [1.122, 0.894, -1.101], [2.565, 0.630, -1.536], [2.655, -0.106, -2.886], [3.178, 0.779, -4.042], [4.147, 0.101, -4.920], [0.669, -1.187, 1.855], [2.197, -0.648, 2.935], [1.413, -2.849, 0.685], [-1.355, -8.890, 5.646], [-0.672, -8.462, 4.093], [0.399, -8.634, 5.459], [-1.157, -5.105, 4.741], [-0.804, -6.354, 3.557], [-2.916, -7.162, 3.538], [-3.216, -6.894, 5.243], [-3.038, -4.589, 3.291], [-4.477, -5.549, 3.343], [-5.101, -5.009, 5.475], [-4.659, -3.510, 4.741], [-2.522, -4.876, 6.424], [-3.941, -4.300, 7.223], [-3.568, -2.099, 6.759], [-1.972, -2.682, 7.154], [-3.142, -1.686, 4.599], [-1.987, -3.051, 4.453], [-1.486, -0.411, 5.793], [-0.241, -1.656, 5.494], [-1.726, 0.126, 3.534], [-0.047, 0.121, 3.926], [-0.394, -2.496, 3.049], [-1.367, -2.252, 0.716], [-3.563, -0.670, 1.861], [-3.255, -2.230, 2.600], [-4.701, -2.799, 1.027], [-3.194, -3.203, 0.243], [-3.472, -1.176, -1.216], [-4.778, -0.633, -0.186], [-6.004, -1.540, -1.847], [-5.802, -3.027, -0.947], [-5.480, -1.519, -4.061], [-3.839, -1.018, -3.519], [-4.042, -2.348, -4.622], [-2.828, -5.023, -1.085], [-4.575, -4.956, -1.252], [-3.579, -5.665, -2.542], [1.969, 1.025, 0.847], [0.486, 1.935, 0.721], [0.481, 0.104, -1.479], [0.774, 1.816, -1.553], [3.052, 1.593, -1.648], [3.098, 0.070, -0.778], [3.332, -0.944, -2.803], [1.674, -0.475, -3.160], [2.368, 1.074, -4.698], [3.673, 1.658, -3.646], [4.938, -0.209, -4.361], [3.745, -0.756, -5.286], [-4.955, 0.975, 6.360], [-4.328, 2.086, 7.220], [-5.018, 3.455, 7.278], [-5.139, 4.025, 6.062], [-4.274, 4.275, 8.049], [-3.022, 2.222, 6.891], [-4.367, 1.622, 8.498], [-4.457, 0.720, 5.043], [-4.869, 1.392, 3.917], [-3.747, 2.220, 3.272], [-3.167, 3.066, 4.134], [-4.253, 2.941, 2.244], [-5.980, 2.114, 4.131], [-5.184, 0.442, 2.997], [-4.701, 0.059, 6.891], [-6.043, 1.030, 6.367], [-6.011, 3.360, 7.727], [-2.976, 1.548, 2.884], [7.948, 0.878, -8.880], [7.206, 1.398, -10.124], [7.447, 2.842, -10.579], [7.136, 3.749, -9.634], [6.669, 3.087, -11.658], [5.883, 1.154, -9.996], [7.649, 0.631, -11.160], [7.302, 0.850, -7.609], [7.252, 1.922, -6.749], [5.829, 2.441, -6.517], [5.199, 2.740, -7.667], [5.882, 3.579, -5.766], [8.112, 2.898, -7.108], [7.667, 1.465, -5.542], [8.100, -0.179, -9.091], [8.946, 1.311, -8.806], [8.493, 2.977, -10.870], [5.238, 1.696, -5.976], [4.877, 5.992, -3.571], [4.773, 5.642, -2.077], [3.394, 5.678, -1.410], [2.804, 6.882, -1.480], [3.537, 5.363, -0.098], [5.657, 6.372, -1.369], [5.170, 4.335, -1.976], [5.257, 7.301, -3.973], [4.373, 8.351, -4.081], [4.650, 9.480, -3.076], [4.701, 9.025, -1.811], [3.654, 10.391, -3.160], [3.089, 7.933, -4.038], [4.566, 8.894, -5.301], [5.701, 5.379, -3.933], [3.997, 5.649, -4.118], [2.736, 4.934, -1.870], [5.602, 9.959, -3.315]]
}


No. 2
{
  "formula": "C2HF2O4S",
  "method": "ωB97M-V with the def2-TZVPD basis set",
  "max_force_ev_per_a": 1.89,
  "charge": -1,
  "lumo_ev": 3.81,
  "gap_ev": 9.04,
  "e_above_lowest_kcal_mol": 6.7,
  "e_homo_ev": -5.2,
  "symbols": ["C", "C", "O", "O", "O", "O", "F", "F", "S", "H"],
  "xyz": [[0.462, -0.297, -0.584], [1.452, 0.666, 0.109], [-1.700, -0.935, 1.156], [1.319, 1.767, 0.461], [-2.572, 1.199, 0.344], [-0.686, 0.064, -1.156], [1.290, -1.213, -1.234], [2.515, -0.147, 0.649], [-2.233, -0.186, 0.034], [0.154, -0.918, 0.221]]
}


No. 3
{
  "formula": "C7H21FMnOP2",
  "method": "ωB97M-V with the def2-TZVPD basis set",
  "multiplicity": 4,
  "max_force_ev_per_a": 10.43,
  "charge": 2,
  "lumo_ev": [-10.36, -9.77],
  "gap_ev": [7.50, 7.95],
  "s2": 4.151,
  "e_homo_ev": [-17.9, -17.7],
  "symbols": ["Mn", "H", "H", "P", "P", "C", "H", "H", "H", "C", "H", "H", "H", "C", "H", "H", "H", "C", "H", "H", "H", "C", "H", "H", "H", "C", "H", "H", "H", "C", "O", "H", "F"],
  "xyz": [[-0.030, 0.345, 0.114], [1.204, 1.040, -1.351], [1.448, 1.246, -0.575], [-0.993, -0.036, -1.894], [0.986, -0.824, 1.881], [0.279, -0.563, 3.560], [0.778, -1.220, 4.288], [0.383, 0.492, 3.889], [-0.791, -0.814, 3.510], [0.746, -2.656, 1.854], [1.148, -3.113, 0.967], [1.241, -3.095, 2.718], [-0.301, -2.906, 1.907], [2.823, -0.775, 2.035], [3.210, 0.250, 2.160], [3.156, -1.377, 2.892], [3.253, -1.195, 1.117], [-1.813, -1.521, -2.544], [-2.247, -1.294, -3.528], [-1.081, -2.332, -2.635], [-2.601, -1.841, -1.850], [-2.394, 1.178, -2.026], [-2.058, 2.205, -1.828], [-2.841, 1.148, -3.030], [-3.166, 0.932, -1.287], [-0.041, 0.584, -3.352], [0.817, -0.071, -3.521], [-0.677, 0.611, -4.248], [0.336, 1.592, -3.144], [-1.435, 1.298, 0.814], [-1.921, 2.127, 1.482], [-0.004, -1.085, -0.805], [0.960, 1.383, 1.534]]
}


No. 4
{
  "formula": "C31H36N3O2RhSi",
  "method": "ωB97M-V with the def2-TZVPD basis set",
  "max_force_ev_per_a": 3.26,
  "lumo_ev": [-1.47, -1.46],
  "gap_ev": [5.39, 5.42],
  "e_homo_ev": [-6.9, -6.9],
  "symbols": ["Rh", "C", "C", "O", "C", "C", "C", "N", "N", "C", "O", "C", "C", "C", "C", "C", "C", "H", "H", "H", "H", "H", "H", "H", "H", "H", "H", "H", "H", "C", "Si", "C", "N", "C", "C", "C", "C", "C", "C", "C", "C", "C", "C", "C", "C", "C", "C", "C", "C", "C", "H", "H", "H", "H", "H", "H", "H", "H", "H", "H", "H", "H", "H", "H", "H", "H", "H", "H", "H", "H", "H", "H", "H", "H"],
  "xyz": [[1.868, -0.643, 0.338], [5.451, 1.487, 1.381], [4.120, 0.798, 1.529], [3.478, 0.602, 0.474], [3.695, 0.480, 2.859], [2.587, -0.235, 3.273], [2.339, -0.494, 4.730], [1.710, -0.727, 2.372], [0.670, -1.397, 2.830], [-0.037, -1.982, 1.830], [0.361, -2.029, 0.628], [-1.333, -2.575, 2.192], [-2.151, -3.080, 1.182], [-3.399, -3.593, 1.488], [-3.840, -3.614, 2.804], [-3.028, -3.114, 3.815], [-1.782, -2.592, 3.514], [5.743, 1.481, 0.334], [6.209, 0.982, 1.980], [5.387, 2.522, 1.725], [4.353, 0.823, 3.646], [3.139, -0.082, 5.341], [2.261, -1.566, 4.906], [1.389, -0.055, 5.037], [-1.798, -3.045, 0.160], [-4.030, -3.969, 0.693], [-4.816, -4.016, 3.044], [-3.370, -3.127, 4.842], [-1.141, -2.194, 4.288], [1.762, -0.952, -1.744], [0.297, 0.058, -2.245], [0.349, 1.589, -1.107], [0.339, 1.270, 0.334], [-1.040, 0.965, 0.783], [-1.314, 1.439, 2.202], [-1.188, 2.966, 2.300], [-0.030, 3.476, 1.419], [0.948, 2.338, 1.148], [-1.342, -0.869, -2.226], [-1.343, -2.251, -2.428], [-2.530, -2.966, -2.526], [-3.747, -2.310, -2.408], [-3.768, -0.937, -2.203], [-2.578, -0.228, -2.123], [0.445, 0.809, -3.982], [-0.381, 0.403, -5.033], [-0.247, 0.940, -6.306], [0.718, 1.905, -6.556], [1.552, 2.322, -5.528], [1.416, 1.776, -4.260], [2.682, -0.542, -2.175], [1.694, -2.012, -1.994], [-0.428, 2.327, -1.364], [1.312, 2.054, -1.335], [-1.224, -0.105, 0.692], [-1.753, 1.459, 0.110], [-0.628, 0.944, 2.892], [-2.320, 1.123, 2.483], [-1.032, 3.253, 3.341], [-2.124, 3.431, 1.982], [0.495, 4.305, 1.896], [-0.411, 3.851, 0.466], [1.274, 1.915, 2.100], [1.840, 2.687, 0.631], [-0.399, -2.778, -2.508], [-2.503, -4.037, -2.688], [-4.674, -2.863, -2.483], [-4.714, -0.417, -2.113], [-2.617, 0.848, -1.986], [-1.145, -0.344, -4.850], [-0.898, 0.607, -7.105], [0.823, 2.329, -7.546], [2.313, 3.070, -5.715], [2.090, 2.103, -3.475]]
}


No. 5
{
  "formula": "C6H11ClS",
  "method": "ωB97M-V with the def2-TZVPD basis set",
  "max_force_ev_per_a": 5.23,
  "lumo_ev": -2.36,
  "gap_ev": 4.05,
  "e_above_lowest_kcal_mol": 154.9,
  "e_homo_ev": -6.4,
  "symbols": ["C", "C", "C", "C", "C", "C", "S", "Cl", "H", "H", "H", "H", "H", "H", "H", "H", "H", "H", "H"],
  "xyz": [[-2.565, 1.936, 1.434], [1.796, -1.421, -0.017], [-0.690, -0.640, 0.577], [0.195, -0.297, -1.759], [0.975, 0.885, 0.300], [0.599, -0.381, -0.247], [-1.581, 3.196, 1.031], [-4.203, 1.799, 1.393], [2.082, -1.300, 1.064], [2.668, -1.338, -0.721], [1.418, -2.302, -0.222], [-1.386, 0.266, 0.703], [-0.343, -0.848, 1.645], [-1.194, -1.478, 0.208], [-0.596, -1.047, -1.853], [-0.089, 0.710, -2.014], [1.004, -0.638, -2.293], [1.600, 1.602, -0.269], [0.311, 1.297, 1.040]]
}


No. 6
{
  "formula": "C22H57ClN8O7P3S",
  "method": "ωB97M-V with the def2-TZVPD basis set",
  "max_force_ev_per_a": 6.66,
  "charge": 1,
  "lumo_ev": -3.72,
  "gap_ev": 5.67,
  "e_homo_ev": -9.4,
  "symbols": ["C", "C", "C", "N", "C", "O", "N", "O", "C", "C", "C", "C", "C", "Cl", "O", "C", "P", "O", "O", "S", "H", "H", "H", "H", "H", "H", "H", "H", "H", "H", "H", "H", "H", "H", "H", "H", "H", "H", "H", "H", "H", "O", "P", "N", "C", "C", "N", "C", "C", "N", "C", "C", "H", "H", "H", "H", "H", "H", "H", "H", "H", "H", "H", "H", "H", "H", "H", "H", "H", "H", "O", "P", "N", "C", "C", "N", "C", "C", "N", "C", "C", "H", "H", "H", "H", "H", "H", "H", "H", "H", "H", "H", "H", "H", "H", "H", "H", "H", "H"],
  "xyz": [[0.697, 1.018, 2.536], [-0.079, 2.118, 1.728], [-1.634, 2.127, 1.974], [-2.022, 2.031, 3.416], [-2.979, 0.929, 3.764], [-2.690, 0.580, 5.144], [-3.702, 1.100, 5.968], [-3.920, 0.301, 6.798], [-2.844, -0.391, 2.928], [-4.304, -1.033, 2.768], [-1.997, -1.504, 3.688], [-1.838, -2.816, 2.791], [-2.416, -4.092, 3.538], [-4.073, -4.524, 2.858], [-2.255, -0.278, 1.630], [-2.306, 1.028, 1.050], [-3.987, 1.560, 0.384], [-5.151, 1.816, 1.569], [-4.600, 0.459, -0.747], [-3.770, 3.248, -0.576], [0.809, 1.410, 3.590], [1.748, 0.865, 2.184], [0.167, 0.045, 2.629], [0.170, 1.971, 0.646], [0.288, 3.153, 1.963], [-2.003, 3.109, 1.573], [-2.498, 2.914, 3.648], [-1.230, 1.969, 4.073], [-4.013, 1.358, 3.799], [-4.382, -1.883, 3.494], [-5.120, -0.328, 3.041], [-4.397, -1.481, 1.754], [-2.524, -1.852, 4.613], [-0.999, -1.119, 4.018], [-0.744, -3.006, 2.662], [-2.390, -2.750, 1.831], [-2.489, -3.955, 4.639], [-1.793, -4.999, 3.341], [-1.648, 0.981, 0.144], [-5.847, 1.148, 1.447], [-4.512, -0.444, -0.392], [-1.279, 2.666, -3.539], [-1.324, 2.670, -5.077], [-0.605, 4.197, -5.286], [-1.143, 5.370, -5.931], [0.708, 4.440, -4.714], [-3.047, 2.716, -5.142], [-3.770, 3.929, -4.797], [-3.681, 1.578, -4.476], [-1.304, 2.473, -6.840], [0.005, 2.139, -7.415], [-2.390, 1.905, -7.632], [-1.782, 5.121, -6.781], [-0.347, 6.003, -6.337], [-1.716, 5.979, -5.224], [1.459, 4.543, -5.506], [1.027, 3.614, -4.076], [0.718, 5.346, -4.098], [-3.444, 4.341, -3.834], [-4.846, 3.743, -4.741], [-3.666, 4.687, -5.572], [-3.697, 1.692, -3.387], [-3.146, 0.651, -4.710], [-4.707, 1.450, -4.832], [0.302, 2.913, -8.129], [-0.001, 1.174, -7.930], [0.778, 2.079, -6.648], [-3.272, 2.544, -7.606], [-2.662, 0.903, -7.294], [-2.108, 1.841, -8.687], [3.480, -1.606, 1.777], [4.362, -2.765, 2.282], [5.824, -1.903, 2.385], [7.076, -2.162, 1.714], [5.875, -0.701, 3.199], [4.221, -3.688, 0.826], [4.948, -3.311, -0.377], [2.833, -3.984, 0.471], [5.173, -4.158, 3.021], [5.384, -4.062, 4.470], [5.000, -5.546, 2.603], [7.261, -3.229, 1.577], [7.924, -1.788, 2.296], [7.107, -1.668, 0.738], [6.500, -0.865, 4.085], [4.884, -0.413, 3.553], [6.278, 0.149, 2.637], [4.817, -2.253, -0.632], [4.622, -3.909, -1.232], [6.009, -3.532, -0.276], [2.337, -3.129, -0.001], [2.261, -4.256, 1.365], [2.784, -4.838, -0.209], [6.454, -4.119, 4.691], [4.871, -4.857, 5.019], [5.011, -3.116, 4.869], [5.398, -5.709, 1.603], [3.953, -5.854, 2.628], [5.565, -6.221, 3.254]]
}


No. 7
{
  "formula": "C27H41Br3F5IO8S",
  "method": "ωB97M-V with the def2-TZVPD basis set",
  "max_force_ev_per_a": 2.98,
  "lumo_ev": -0.12,
  "gap_ev": 9.66,
  "smiles": "C[C@H](Br)C[C@]1(F)[C@@](CC(=O)Br)([C@H](C)F)[C@](CCCO)(CC(=O)Br)S(=O)(=O)O[C@@]1(I)CCC(F)(F)F.C1CCOC1.C1CCOC1",
  "e_homo_ev": -9.8,
  "symbols": ["C", "C", "Br", "C", "C", "F", "C", "C", "C", "O", "Br", "C", "C", "F", "C", "C", "C", "C", "O", "C", "C", "O", "Br", "S", "O", "O", "O", "C", "I", "C", "C", "C", "F", "F", "F", "H", "H", "H", "H", "H", "H", "H", "H", "H", "H", "H", "H", "H", "H", "H", "H", "H", "H", "H", "H", "H", "H", "H", "H", "H", "C", "C", "C", "O", "C", "H", "H", "H", "H", "H", "H", "H", "H", "C", "C", "C", "O", "C", "H", "H", "H", "H", "H", "H", "H", "H"],
  "xyz": [[-1.019, 0.288, 5.145], [0.221, -0.502, 4.853], [1.248, -0.486, 6.574], [1.237, 0.112, 3.860], [0.896, -0.067, 2.360], [-0.312, -0.756, 2.423], [1.947, -0.959, 1.625], [2.293, -2.244, 2.420], [1.251, -3.347, 2.509], [0.239, -3.308, 3.178], [1.622, -5.046, 1.558], [1.465, -1.418, 0.235], [0.060, -1.945, 0.006], [2.259, -2.452, -0.225], [3.316, -0.139, 1.482], [4.110, -0.519, 0.203], [3.753, 0.160, -1.133], [3.577, -0.810, -2.305], [3.821, -0.093, -3.522], [4.347, -0.449, 2.617], [5.461, 0.557, 2.879], [6.364, 0.850, 2.160], [5.453, 1.355, 4.692], [3.065, 1.641, 1.493], [3.007, 2.153, 2.826], [4.050, 2.284, 0.703], [1.630, 1.795, 0.827], [0.524, 1.225, 1.536], [-0.246, 2.864, 2.796], [-0.552, 1.002, 0.462], [-1.220, 2.198, -0.225], [-0.335, 3.125, -1.019], [0.591, 2.444, -1.708], [0.238, 4.116, -0.348], [-1.108, 3.725, -1.967], [-1.587, 0.512, 4.250], [-0.801, 1.240, 5.609], [-1.676, -0.252, 5.820], [0.061, -1.554, 4.695], [1.413, 1.126, 4.189], [2.144, -0.391, 4.147], [2.566, -2.098, 3.458], [3.166, -2.686, 1.958], [1.561, -0.564, -0.426], [-0.784, -1.378, 0.363], [-0.055, -1.984, -1.072], [-0.092, -2.970, 0.318], [4.200, -1.594, 0.131], [5.138, -0.225, 0.375], [4.534, 0.836, -1.447], [2.858, 0.772, -1.092], [2.560, -1.187, -2.372], [4.327, -1.589, -2.293], [3.155, 0.590, -3.611], [4.864, -1.359, 2.340], [3.927, -0.646, 3.593], [-1.361, 0.385, 0.821], [-0.131, 0.445, -0.368], [-1.957, 2.715, 0.365], [-1.838, 1.746, -0.999], [-1.927, -1.627, -5.130], [-3.268, -1.591, -4.405], [-2.839, -1.741, -2.953], [-1.547, -1.136, -2.845], [-1.028, -0.879, -4.156], [-1.948, -1.172, -6.119], [-1.589, -2.660, -5.237], [-3.748, -0.621, -4.557], [-3.961, -2.368, -4.723], [-2.750, -2.796, -2.671], [-3.522, -1.255, -2.257], [-1.064, 0.201, -4.332], [0.012, -1.204, -4.204], [-5.998, 2.156, -2.599], [-6.288, 1.298, -1.372], [-4.946, 0.617, -1.146], [-3.943, 1.531, -1.603], [-4.564, 2.593, -2.341], [-6.679, 2.996, -2.719], [-6.048, 1.544, -3.503], [-6.534, 1.936, -0.521], [-7.102, 0.589, -1.512], [-4.866, -0.304, -1.732], [-4.765, 0.377, -0.097], [-4.528, 3.501, -1.731], [-4.002, 2.771, -3.258]]
}